The following is a quantum chemistry calculation of an isolated ion of composition H2NO3S and charge -1 at a distorted geometry, from OMol25.

Last columns: bonded neighbours and bond lengths (Å).
Positions of all 7 atoms, in Å:
1 N -0.421 -0.307 0.461  O4 1.473, S5 1.972, H6 1.010
2 O -1.711 1.755 1.896  S5 1.508
3 O -0.083 2.180 0.013  S5 1.504
4 O 0.844 -0.102 -0.265  N1 1.473, H7 1.056
5 S -1.315 1.451 0.474  N1 1.972, O2 1.508, O3 1.504
6 H -0.791 -1.032 -0.137  N1 1.010
7 H 0.781 0.949 -0.186  O4 1.056

- Calculated total energy: -18499.384 eV
- ΔE to the lowest compared entry with this formula, charge and spin: 66.5 kcal/mol
- Max |F|: 2.2 eV/A
- Charge: -1
- Lowest unoccupied orbital energy: 4.19 eV

Charges in e, computed with Mulliken, in the same order as the atoms:
1 N -0.40
2 O -0.56
3 O -0.64
4 O -0.51
5 S 0.46
6 H 0.21
7 H 0.43

---

The following is a quantum chemistry calculation of a 3-piece molecular cluster, C24H44BNO8S2 overall at a distorted geometry, from OMol25.

Last columns: bonded neighbours and bond lengths (Å).
Positions of all 80 atoms, in Å:
1 C 7.354 -1.915 -0.929  C2 1.328, H23 1.161
2 C 6.828 -0.853 -1.526  C1 1.328, C3 1.628
3 C 6.212 0.597 -1.937  C2 1.628, C4 1.645, H24 1.149, H25 1.155
4 C 4.798 0.361 -2.743  C3 1.645, C5 1.615, H26 1.148, H27 1.170
5 C 3.802 -0.672 -2.002  C4 1.615, C6 1.612, H28 1.169, H29 1.169
6 C 2.228 -0.331 -2.073  C5 1.612, C7 1.636, C10 1.641, N19 1.495
7 C 1.287 -1.630 -2.398  C6 1.636, C8 1.623, H30 1.168, H31 1.169
8 C 1.774 -2.495 -3.682  C7 1.623, C9 1.647, H32 1.169, H33 1.154
9 C 2.243 -3.969 -3.118  C8 1.647, H34 1.163, H35 1.169, H36 1.150
10 C 1.891 -0.009 -0.499  C6 1.641, B11 1.627, C14 1.626, H37 1.168
11 B 0.341 0.038 -0.006  C10 1.627, C12 1.658, O13 1.451
12 C 0.081 -0.082 1.627  B11 1.658, H38 1.147, H39 1.171, H40 1.150
13 O -0.830 0.215 -0.843  B11 1.451, H41 0.992
14 C 2.306 1.562 -0.503  C10 1.626, C15 1.647, H42 1.150, H43 1.153
15 C 1.885 2.076 -2.011  C14 1.647, C16 1.610, N19 1.530, H44 1.149
16 C 0.659 3.114 -1.908  C15 1.610, O17 1.289, O18 1.427
17 O -0.321 3.198 -2.741  C16 1.289
18 O 0.703 4.041 -0.825  C16 1.427
19 N 1.703 0.821 -2.867  C6 1.495, C15 1.530, C20 1.505, H45 1.056
20 C 1.937 0.923 -4.350  N19 1.505, C21 1.623, H46 1.148, H47 1.168
21 C 0.663 1.456 -5.203  C20 1.623, O22 1.469, H48 1.163, H49 1.150
22 O 0.550 0.715 -6.466  C21 1.469, H50 0.989
23 H 7.673 -2.713 -0.148  C1 1.161
24 H 6.000 1.272 -1.031  C3 1.149
25 H 6.930 1.108 -2.684  C3 1.155
26 H 4.340 1.368 -3.048  C4 1.148
27 H 5.124 -0.155 -3.741  C4 1.170
28 H 4.157 -0.706 -0.889  C5 1.169
29 H 4.075 -1.731 -2.414  C5 1.169
30 H 1.238 -2.373 -1.498  C7 1.168
31 H 0.179 -1.332 -2.618  C7 1.169
32 H 2.740 -2.060 -4.176  C8 1.169
33 H 0.973 -2.621 -4.504  C8 1.154
34 H 2.984 -4.444 -3.879  C9 1.163
35 H 2.883 -3.781 -2.158  C9 1.169
36 H 1.328 -4.632 -2.902  C9 1.150
37 H 2.364 -0.717 0.300  C10 1.168
38 H -1.014 -0.296 1.891  C12 1.147
39 H 0.337 0.983 2.044  C12 1.171
40 H 0.843 -0.810 2.089  C12 1.150
41 H -1.404 0.962 -0.531  O13 0.992
42 H 3.453 1.644 -0.463  C14 1.150
43 H 1.760 2.041 0.392  C14 1.153
44 H 2.804 2.705 -2.296  C15 1.149
45 H 0.649 0.758 -2.844  N19 1.056
46 H 2.310 -0.039 -4.854  C20 1.148
47 H 2.782 1.714 -4.510  C20 1.168
48 H 0.874 2.567 -5.475  C21 1.163
49 H -0.337 1.446 -4.635  C21 1.150
50 H 0.184 -0.163 -6.191  O22 0.989
51 O -0.968 -2.565 3.372  S52 1.446
52 S -1.955 -1.801 4.102  O51 1.446, O53 1.446, C54 1.783, C57 1.789
53 O -2.321 -0.454 3.728  S52 1.446
54 C -3.438 -2.782 4.243  S52 1.783, C55 1.523, H58 1.090, H59 1.093
55 C -3.238 -3.585 5.521  C54 1.523, C56 1.529, H60 1.092, H61 1.095
56 C -2.650 -2.607 6.538  C55 1.529, C57 1.529, H62 1.095, H63 1.093
57 C -1.530 -1.835 5.839  S52 1.789, C56 1.529, H64 1.091, H65 1.092
58 H -3.557 -3.406 3.357  C54 1.090
59 H -4.284 -2.096 4.337  C54 1.093
60 H -4.176 -4.021 5.871  C55 1.092
61 H -2.530 -4.403 5.343  C55 1.095
62 H -3.430 -1.910 6.865  C56 1.095
63 H -2.279 -3.122 7.427  C56 1.093
64 H -1.452 -0.813 6.213  C57 1.091
65 H -0.569 -2.343 5.943  C57 1.092
66 O -5.455 0.607 3.158  S67 1.446
67 S -5.235 2.034 3.244  O66 1.446, O68 1.446, C69 1.783, C72 1.789
68 O -5.179 2.732 4.509  S67 1.446
69 C -3.778 2.439 2.298  S67 1.783, C70 1.523, H73 1.090, H74 1.093
70 C -4.301 2.689 0.890  C69 1.523, C71 1.530, H75 1.093, H76 1.096
71 C -5.578 3.514 1.062  C70 1.530, C72 1.530, H77 1.095, H78 1.093
72 C -6.404 2.855 2.168  S67 1.789, C71 1.530, H79 1.091, H80 1.092
73 H -3.060 1.620 2.351  C69 1.090
74 H -3.345 3.347 2.724  C69 1.093
75 H -3.563 3.208 0.274  C70 1.093
76 H -4.540 1.737 0.404  C70 1.096
77 H -5.314 4.535 1.357  C71 1.095
78 H -6.146 3.579 0.131  C71 1.093
79 H -6.969 3.592 2.742  C72 1.091
80 H -7.082 2.099 1.765  C72 1.092

- Calculated total energy: -65810.058 eV
- SMILES: C#CCCC[C@@]1(CCC)[C@H](B(C)O)C[C@H](C(=O)[O-])[N@H+]1CCO.O=S1(=O)CCCC1.O=S1(=O)CCCC1
- Max |F|: 7.2 eV/A
- Lowest unoccupied orbital energy: 0.26 eV

Charges in e, computed with Mulliken, in the same order as the atoms:
1 C -0.31
2 C -0.30
3 C -0.34
4 C -0.53
5 C -1.01
6 C 1.26
7 C -0.90
8 C -0.39
9 C -1.13
10 C -0.94
11 B 0.45
12 C -0.69
13 O -0.68
14 C -0.78
15 C -0.05
16 C 0.07
17 O -0.64
18 O -0.75
19 N 0.53
20 C -0.29
21 C -0.58
22 O -0.55
23 H 0.33
24 H 0.27
25 H 0.38
26 H 0.15
27 H 0.33
28 H 0.36
29 H 0.31
30 H 0.40
31 H 0.21
32 H 0.20
33 H 0.29
34 H 0.34
35 H 0.25
36 H 0.32
37 H 0.39
38 H 0.00
39 H 0.29
40 H 0.25
41 H 0.23
42 H 0.09
43 H 0.49
44 H 0.43
45 H 0.73
46 H 0.29
47 H 0.28
48 H 0.32
49 H 0.24
50 H 0.33
51 O -0.72
52 S 1.24
53 O -0.57
54 C -0.70
55 C -0.62
56 C -0.63
57 C -0.73
58 H 0.42
59 H 0.29
60 H 0.36
61 H 0.29
62 H 0.30
63 H 0.32
64 H 0.40
65 H 0.37
66 O -0.64
67 S 1.21
68 O -0.72
69 C -0.04
70 C -0.65
71 C -0.78
72 C -0.66
73 H -0.14
74 H 0.35
75 H 0.43
76 H 0.31
77 H 0.32
78 H 0.34
79 H 0.34
80 H 0.35

---

The following is a quantum chemistry calculation of a 2-piece molecular cluster, C2H6O2 overall, from OMol25.

Last columns: bonded neighbours and bond lengths (Å).
Positions of all 10 atoms, in Å:
1 H 1.639 -0.923 0.350  H2 0.747
2 H 2.054 -0.319 0.492  H1 0.747
3 O -0.685 0.814 1.432  C4 1.212
4 C -0.544 1.022 0.247  O3 1.212, C5 1.512, H7 1.103
5 C -0.395 -0.149 -0.700  C4 1.512, O6 1.395, H8 1.104, H9 1.099
6 O -0.307 -1.318 0.056  C5 1.395, H10 0.980
7 H -0.544 2.049 -0.153  C4 1.103
8 H 0.483 0.004 -1.350  C5 1.104
9 H -1.281 -0.181 -1.348  C5 1.099
10 H -0.418 -0.997 0.975  O6 0.980

- Calculated total energy: -6264.537 eV
- ΔE to the lowest compared entry with this formula, charge and spin: 39.6 kcal/mol
- SMILES: [H][H].O=CCO
- Max |F|: 0.6 eV/A
- Lowest unoccupied orbital energy: 0.87 eV

Charges in e, computed with Mulliken, in the same order as the atoms:
1 H -0.09
2 H 0.10
3 O -0.50
4 C 0.24
5 C -0.60
6 O -0.55
7 H 0.36
8 H 0.33
9 H 0.31
10 H 0.39

---

The following is a quantum chemistry calculation of one molecule with the formula C5H7N3O at a distorted geometry, from OMol25.

Last columns: bonded neighbours and bond lengths (Å).
Positions of all 16 atoms, in Å:
1 C 3.545 -0.005 0.304  C2 1.494, H10 1.054, H11 1.141, H12 1.076
2 C 2.117 0.348 0.041  C1 1.494, N3 1.438, H13 1.076, H14 1.102
3 N 1.348 -0.837 -0.229  C2 1.438, N4 1.348, H15 1.057
4 N 0.026 -1.098 -0.253  N3 1.348, C5 1.323
5 C -0.880 -0.141 -0.136  N4 1.323, C6 1.503, C8 1.528
6 C -2.272 -0.676 0.053  C5 1.503, N7 1.172
7 N -3.268 -1.253 0.276  C6 1.172
8 C -0.772 1.371 -0.332  C5 1.528, O9 1.304, H16 1.277
9 O -1.801 1.916 0.255  C8 1.304
10 H 3.866 -0.442 -0.600  C1 1.054
11 H 3.540 -0.778 1.142  C1 1.141
12 H 4.098 0.866 0.609  C1 1.076
13 H 1.748 0.730 0.977  C2 1.076
14 H 2.053 1.021 -0.829  C2 1.102
15 H 1.938 -1.714 -0.284  N3 1.057
16 H -0.002 1.925 -1.186  C8 1.277

- Calculated total energy: -11812.386 eV
- ΔE to the lowest compared entry with this formula, charge and spin: 92.3 kcal/mol
- SMILES: CCN/N=C(/C#N)C=O
- Max |F|: 6.3 eV/A
- Lowest unoccupied orbital energy: -0.69 eV

Charges in e, computed with Mulliken, in the same order as the atoms:
1 C -1.51
2 C -0.11
3 N 0.15
4 N -0.68
5 C 0.55
6 C 0.20
7 N -0.43
8 C 0.05
9 O -0.48
10 H 0.41
11 H 0.35
12 H 0.39
13 H 0.41
14 H 0.21
15 H 0.30
16 H 0.20